# 1
42
Properties=species:S:1:pos:R:3:forces:R:3:lowdin_charge:R:1 method="wB97M-V/def2-TZVPD" smiles="CNC(=O)[C@H](CC(N)=O)NC(C)=O.Oc1ccc2cn[nH]c2c1" e_homo_ev=-8.632 e_above_lowest_ev=1.176
O 1.72949 4.03582 1.18038 -0.103 -0.450 -0.104 0.05
O -1.48297 1.98750 2.11424 0.707 0.505 0.428 0.05
O 2.28936 -0.53949 0.24239 -0.628 -0.109 0.500 0.03
N 1.42987 -5.03675 0.24851 -0.678 0.554 0.161 0.05
O -2.92650 -1.30224 -1.30655 -0.335 0.120 -0.473 0.02
C 0.84241 3.85194 0.35881 0.774 1.511 0.852 -0.57
C -1.56300 1.04422 1.34965 1.522 1.485 0.496 -0.56
C 2.10926 0.63809 -0.04745 -0.413 -0.938 0.013 -0.43
C 0.39416 -5.08797 1.05680 -0.306 0.432 -0.392 -0.09
C -2.65806 -2.85945 0.47784 0.102 -0.661 0.804 -0.03
C -1.89447 -3.82440 1.14712 -0.418 0.675 -0.488 0.00
C -0.90395 -2.58701 -1.17104 -0.212 0.312 -0.229 0.04
C -2.16921 -2.24829 -0.67991 1.619 -0.990 -0.387 -0.36
C -0.63717 -4.15791 0.63733 -0.159 -0.985 1.313 -0.18
C -0.14671 -3.54426 -0.49328 0.861 -0.146 -0.196 -0.21
N -2.73974 0.51416 1.11704 -1.232 -1.563 -0.993 0.19
N 1.11245 -4.08806 -0.68265 -0.577 0.704 -0.796 0.03
N 2.99335 1.17426 -0.90288 0.284 1.188 -0.790 0.04
N 0.47112 2.64656 -0.07199 0.122 -1.525 -0.368 0.09
C 0.11963 5.02910 -0.25366 -0.030 -0.125 0.122 0.01
C 3.15966 2.54364 -1.38704 -0.127 0.031 0.347 -0.07
C -0.36388 0.46251 0.61564 0.442 -0.084 -0.123 -0.05
C 0.87793 1.38135 0.55474 -0.313 0.433 0.196 -0.16
H -2.68405 -1.25968 -2.24669 -0.054 0.057 0.488 0.12
H 0.32082 -5.74264 1.91949 0.374 0.008 -0.303 0.11
H -3.63956 -2.59213 0.85502 0.062 -0.005 -0.098 0.12
H -2.27345 -4.30448 2.04533 0.001 0.111 -0.158 0.12
H -0.50047 -2.10858 -2.05541 -0.094 0.124 -0.054 0.12
H -3.50887 0.91115 1.62324 -0.213 -0.139 -0.015 0.12
H -2.83579 -0.27030 0.48623 -0.366 0.380 0.199 0.06
H 1.76167 -3.76217 -1.39885 -0.122 -0.567 0.716 0.16
H 3.70886 0.51853 -1.17673 -0.118 -0.078 0.196 0.14
H -0.27452 2.61188 -0.74372 -0.142 -0.094 -0.007 0.15
H -0.93978 4.95658 -0.01253 -0.116 0.068 -0.135 0.08
H 0.26011 5.02538 -1.33235 -0.127 0.081 -0.154 0.08
H 0.52309 5.94899 0.16842 -0.018 -0.168 -0.072 0.09
H 4.01425 2.59222 -2.06304 -0.081 -0.200 0.080 0.08
H 3.35593 3.21364 -0.54763 -0.112 0.101 -0.154 0.08
H 2.27361 2.87253 -1.92978 0.119 0.084 0.009 0.07
H -0.10268 -0.46845 1.11951 0.132 -0.094 -0.180 0.13
H -0.66214 0.22015 -0.40148 -0.085 -0.250 -0.181 0.11
H 1.15992 1.60410 1.58691 0.057 0.208 -0.067 0.16

# 2
16
Properties=species:S:1:pos:R:3:forces:R:3:lowdin_charge:R:1 method="wB97M-V/def2-TZVPD" smiles="C/N=C/[C@H]1O[C@@H]1C" e_homo_ev=-9.686 e_above_lowest_ev=2.613
C 2.20820 -0.28748 -2.11708 0.239 -0.060 -0.156 -0.14
N 0.96739 -0.02061 -1.44802 -0.120 -0.431 0.126 -0.02
C 0.63657 -0.71480 -0.44609 -0.065 0.141 -0.344 -0.13
C -0.73985 -0.45770 0.03218 0.060 0.222 -0.122 -0.27
C -0.93072 0.00751 1.40031 0.138 0.269 0.183 -0.32
O -1.38770 -1.27652 0.99104 -0.035 -0.186 0.103 0.00
C -1.87468 1.12615 1.73887 -0.088 0.010 0.019 -0.03
H 2.84858 0.59949 -2.14879 -0.111 -0.099 0.049 0.08
H 1.92083 -0.52303 -3.14565 0.337 -0.027 -0.010 0.08
H 2.75602 -1.13977 -1.69065 0.065 0.133 -0.032 0.07
H 1.29805 -1.41978 0.08700 -0.185 -0.001 -0.248 0.14
H -0.04785 -0.06870 2.03663 -0.124 0.064 0.045 0.14
H -1.37642 -0.10344 -0.77706 -0.016 0.152 0.286 0.15
H -2.57557 0.84851 2.52937 0.076 0.005 -0.024 0.08
H -1.26708 1.96498 2.09476 -0.179 -0.050 -0.029 0.08
H -2.43577 1.46518 0.86320 0.009 -0.142 0.155 0.08

# 3
16
Properties=species:S:1:pos:R:3:forces:R:3:lowdin_charge:R:1 method="wB97M-V/def2-TZVPD" smiles="C[NH2+][C@H](N=O)NN" total_charge=+1 e_homo_ev=-14.274 e_above_lowest_ev=6.186
C -1.14192 1.91267 -0.00530 0.407 -0.323 0.623 0.00
C 0.56309 -0.02889 0.14513 -2.052 -0.883 0.684 -0.29
N 1.52989 0.82564 -0.52896 2.360 -0.722 -0.840 0.05
N 0.04832 -2.23195 0.80397 -2.015 -1.407 -0.950 0.03
N 0.69015 -1.38903 -0.05195 2.596 1.041 -2.474 -0.12
N -0.79535 0.59709 -0.50287 3.291 0.139 -2.804 0.06
O 2.52398 0.21765 -0.86614 -1.385 1.148 0.510 0.09
H -1.54446 1.65799 0.92500 -0.772 0.265 1.801 0.09
H -0.22943 2.44762 0.17168 0.088 0.818 -0.405 0.10
H -1.93060 2.34350 -0.57884 -0.063 0.670 -0.653 0.11
H 0.46051 0.21658 1.19464 0.020 0.560 0.345 0.17
H 0.65982 -2.58365 1.49751 0.598 -0.622 0.814 0.08
H -0.35677 -3.00892 0.21961 0.548 0.975 1.281 0.13
H 1.64822 -1.63534 -0.44318 -1.682 0.267 0.625 0.17
H -1.58464 0.03200 -0.45534 -1.485 -1.975 0.456 0.14
H -0.54081 0.62705 -1.52496 -0.456 0.049 0.987 0.19

# 4
76
Properties=species:S:1:pos:R:3:forces:R:3:lowdin_charge:R:1 method="wB97M-V/def2-TZVPD" total_charge=+2 e_homo_ev=-13.854
Ta -0.27463 -0.42418 -0.25687 0.133 -0.388 0.091 1.86
O -0.28863 1.30997 -2.89521 0.059 -0.126 0.010 0.06
C 0.34395 1.01347 -1.91516 -0.106 -0.085 -0.277 -0.39
C 1.57423 1.75361 -1.50465 0.196 0.181 0.101 -0.23
C 1.71090 3.12037 -1.73305 -0.023 -0.069 0.008 0.01
C 2.84492 3.76692 -1.27090 0.044 0.013 0.022 -0.02
C 3.84257 3.06437 -0.59597 -0.023 0.023 -0.014 -0.03
C 3.72823 1.69837 -0.38823 0.013 -0.048 0.013 -0.05
C 2.58869 1.04764 -0.84391 -0.109 -0.023 -0.072 -0.33
P 2.24021 -0.71055 -0.82877 -0.109 0.096 -0.006 1.03
C 2.94721 -1.53006 0.59914 -0.058 0.075 -0.032 -0.36
C 2.64747 -0.99760 1.85817 -0.011 -0.018 -0.024 -0.10
C 3.07702 -1.65796 2.99823 -0.021 0.023 0.025 -0.05
C 3.79687 -2.84011 2.88124 0.008 -0.017 -0.021 -0.04
C 4.08954 -3.36821 1.62954 -0.010 0.002 0.024 -0.04
C 3.65974 -2.72042 0.48170 -0.013 0.010 -0.015 -0.07
C 2.77866 -1.44647 -2.37022 0.043 -0.004 0.100 -0.35
C 3.92778 -0.94553 -2.98196 -0.027 -0.003 -0.013 -0.06
C 4.37229 -1.51251 -4.16487 -0.009 -0.004 0.006 -0.04
C 3.67155 -2.56856 -4.73306 0.017 0.028 0.017 -0.04
C 2.52758 -3.06367 -4.12191 -0.048 -0.057 -0.019 -0.05
C 2.07259 -2.50714 -2.93748 0.050 0.009 0.029 -0.08
H 0.93133 3.65797 -2.25655 -0.007 -0.005 -0.005 0.13
H 2.96000 4.83022 -1.43292 -0.001 0.001 -0.001 0.12
H 4.71953 3.58889 -0.24146 0.003 -0.001 0.001 0.12
H 4.51357 1.14893 0.11602 0.003 0.002 0.001 0.12
H 2.11442 -0.05324 1.94756 0.014 0.003 0.027 0.10
H 2.86117 -1.24671 3.97490 -0.001 0.001 0.004 0.12
H 4.13818 -3.34992 3.77190 0.003 -0.003 0.005 0.12
H 4.65885 -4.28401 1.54705 0.004 -0.003 0.007 0.12
H 3.88415 -3.12811 -0.49632 0.007 -0.001 0.000 0.11
H 4.46582 -0.11329 -2.54490 0.010 0.002 -0.013 0.11
H 5.26161 -1.12747 -4.64419 0.003 -0.001 -0.008 0.12
H 4.01898 -3.00516 -5.65941 -0.004 -0.010 -0.006 0.12
H 1.98611 -3.88518 -4.57110 0.003 -0.001 -0.007 0.12
H 1.18764 -2.90039 -2.45340 0.000 0.003 -0.023 0.08
Cl -5.20548 4.22817 0.88547 -0.043 0.028 -0.003 0.79
C -3.80362 3.24537 0.96654 0.084 -0.032 0.033 -0.58
C -2.94007 3.37295 2.01827 -0.096 0.091 0.028 -0.13
C -1.77093 2.58393 2.11625 0.152 -0.177 -0.061 -0.64
I -0.47642 2.81168 3.71216 -0.017 0.014 -0.004 1.03
C -1.50299 1.67167 1.13617 -0.329 0.338 0.182 -0.35
O -0.38816 0.86622 1.10897 0.220 -0.292 -0.142 -0.25
C -2.38905 1.52528 0.04677 -0.069 0.152 0.230 -0.14
N -2.04075 0.59571 -0.89139 -0.278 0.073 -0.306 -0.06
C -2.79843 0.43159 -1.96846 0.086 0.006 0.113 -0.06
C -3.97132 1.16054 -2.15019 -0.095 0.093 0.022 0.01
C -4.34913 2.09127 -1.21044 -0.002 -0.066 -0.096 0.05
C -3.54990 2.30382 -0.07249 0.135 -0.061 0.061 -0.14
H -3.15054 4.09637 2.79361 -0.015 0.004 -0.008 0.11
H -2.46885 -0.29044 -2.70346 0.001 0.003 0.004 0.14
H -4.56249 0.98583 -3.03662 -0.016 0.013 0.003 0.13
H -5.25336 2.67089 -1.33915 -0.006 -0.006 -0.012 0.12
C -1.35247 -7.51535 3.47952 0.009 -0.004 0.020 -0.02
C -1.31394 -6.26982 2.65357 -0.022 0.059 -0.016 -0.21
C -2.02406 -5.13815 3.04929 0.020 -0.028 0.012 0.01
C -2.00084 -3.96420 2.32508 -0.033 0.041 -0.019 -0.16
C -2.81397 -2.80809 2.83942 -0.015 -0.016 -0.028 -0.02
C -1.20464 -3.91633 1.14218 -0.175 0.051 0.012 -0.05
C -0.48881 -5.06962 0.70937 0.012 0.015 -0.030 -0.16
C 0.32312 -5.14061 -0.55650 0.020 0.013 0.021 -0.02
C -0.56488 -6.21098 1.48056 -0.018 -0.056 -0.018 0.01
C -1.11449 -2.69439 0.40985 -0.046 -0.173 -0.046 -0.46
O -1.80566 -1.62409 0.60726 0.085 0.053 0.091 -0.09
O -0.20696 -2.47958 -0.52048 0.403 0.274 0.010 -0.20
H -2.32654 -7.64630 3.94789 -0.001 -0.010 0.002 0.09
H -0.61200 -7.44469 4.28010 -0.002 -0.007 0.004 0.10
H -1.11873 -8.39844 2.88859 -0.003 0.002 -0.008 0.09
H -2.62157 -5.18441 3.95107 -0.005 0.011 0.003 0.13
H -3.30189 -3.08988 3.76912 0.015 -0.006 0.008 0.09
H -3.58298 -2.51783 2.12369 0.009 0.018 0.009 0.10
H -2.19789 -1.92809 3.02443 -0.012 0.000 0.019 0.09
H -0.20281 -4.71135 -1.40716 -0.004 -0.034 -0.009 0.08
H 0.54939 -6.18001 -0.78249 0.016 0.001 0.009 0.09
H 1.26647 -4.60212 -0.44498 -0.004 0.011 -0.016 0.08
H -0.03962 -7.09914 1.15199 0.007 0.003 -0.009 0.13

| no. | calculated total energy (eV) | frontier orbital gap (Eh) | F_max (eV/Å) |
| --- | --- | --- | --- |
| 1 | -30467.6936 | 0.3242 | 2.2 |
| 2 | -8866.6000 | 0.3983 | 0.5 |
| 3 | -10217.0644 | 0.3275 | 4.3 |
| 4 | -81009.3180 | 0.2467 | 0.5 |